Record 1
{
  "formula": "C30H48O18",
  "method": "ωB97M-V/def2-TZVPD",
  "lumo_energy_ev": -0.17,
  "orbital_gap_ev": 9.561,
  "total_energy_ha": -2526.19801,
  "total_charge": 0,
  "max_force_ev_per_a": 7.88,
  "symbols": ["C", "O", "C", "O", "O", "C", "H", "H", "H", "H", "H", "H", "C", "O", "C", "O", "O", "C", "H", "H", "H", "H", "H", "H", "O", "C", "O", "C", "C", "C", "H", "H", "H", "H", "H", "H", "O", "C", "O", "C", "C", "C", "H", "H", "H", "H", "H", "H", "O", "C", "O", "C", "C", "C", "H", "H", "H", "H", "H", "H", "O", "C", "O", "C", "C", "C", "H", "H", "H", "H", "H", "H", "O", "C", "O", "C", "C", "C", "H", "H", "H", "H", "H", "H", "O", "C", "O", "C", "C", "C", "H", "H", "H", "H", "H", "H"],
  "xyz": [[-0.430, -5.869, -3.364], [0.857, -5.971, -2.736], [0.926, -5.634, -1.423], [-0.033, -5.124, -0.782], [2.158, -5.974, -0.978], [2.553, -5.517, 0.326], [-0.999, -6.491, -2.673], [-0.273, -6.298, -4.353], [-0.867, -4.872, -3.426], [3.500, -5.997, 0.575], [1.863, -6.018, 1.004], [2.742, -4.452, 0.459], [1.115, 2.736, 1.148], [0.341, 1.541, 1.148], [0.899, 0.541, 0.339], [2.056, 0.496, -0.045], [-0.027, -0.329, 0.240], [0.282, -1.495, -0.330], [0.416, 3.566, 1.258], [1.585, 2.957, 0.189], [1.842, 2.829, 1.954], [-0.522, -2.208, -0.146], [1.138, -1.968, 0.151], [0.348, -1.346, -1.408], [-2.183, -1.831, 4.849], [-1.991, -2.184, 3.714], [-1.060, -3.125, 3.455], [-1.045, -3.446, 2.116], [-2.351, -2.919, 1.632], [-2.602, -1.695, 2.524], [-1.119, -4.528, 2.010], [-0.161, -3.098, 1.581], [-3.163, -3.618, 1.833], [-2.449, -2.766, 0.558], [-3.605, -1.348, 2.772], [-2.095, -0.774, 2.237], [3.698, -2.240, -1.366], [3.089, -2.169, -2.429], [2.035, -2.967, -2.826], [1.514, -2.517, -4.025], [2.458, -1.505, -4.583], [3.416, -1.082, -3.479], [0.488, -2.167, -3.914], [1.536, -3.287, -4.796], [2.026, -0.671, -5.136], [3.035, -2.085, -5.303], [3.310, -0.075, -3.075], [4.424, -1.109, -3.892], [4.382, 1.643, 2.020], [3.986, 0.492, 2.169], [3.023, 0.279, 3.047], [2.545, -1.067, 3.038], [3.649, -1.834, 2.194], [4.495, -0.772, 1.582], [1.582, -1.260, 2.567], [2.471, -1.481, 4.044], [3.360, -2.455, 1.346], [4.324, -2.384, 2.850], [4.322, -0.637, 0.515], [5.513, -0.946, 1.931], [-1.255, 2.186, -1.277], [-1.167, 2.000, -2.572], [-1.779, 2.746, -3.477], [-1.369, 2.244, -4.708], [-0.102, 1.373, -4.579], [-0.388, 0.861, -3.159], [-1.241, 3.008, -5.474], [-2.159, 1.592, -5.081], [0.727, 2.074, -4.675], [-0.075, 0.544, -5.287], [0.426, 0.559, -2.500], [-1.045, -0.006, -3.220], [-0.491, 7.890, 1.314], [-1.365, 7.015, 1.243], [-0.989, 5.709, 0.878], [-2.110, 5.034, 0.358], [-3.231, 6.072, 0.322], [-2.862, 7.065, 1.408], [-2.390, 4.306, 1.119], [-1.960, 4.543, -0.603], [-4.214, 5.686, 0.593], [-3.370, 6.557, -0.643], [-3.031, 6.669, 2.409], [-3.273, 8.067, 1.282], [-4.369, 4.590, 3.635], [-3.724, 3.573, 3.348], [-4.141, 2.741, 2.392], [-2.979, 1.959, 2.050], [-2.301, 1.766, 3.417], [-2.401, 3.169, 3.911], [-2.482, 2.556, 1.285], [-3.202, 1.017, 1.550], [-1.273, 1.409, 3.346], [-2.824, 0.982, 3.964], [-1.586, 3.795, 3.549], [-2.329, 3.172, 4.998]],
  "forces_ev_per_a": [[0.24, -0.88, 1.01], [0.95, 0.95, 0.99], [-1.91, 1.03, 0.76], [3.26, -1.51, -1.69], [-0.81, 1.04, -0.76], [0.01, -1.41, 0.68], [-1.00, 0.04, -0.81], [-0.28, -0.03, 0.20], [0.39, 0.11, 0.19], [0.14, -0.09, -0.61], [-0.25, 0.90, 0.43], [-0.76, 0.04, -0.41], [-0.25, 1.59, -0.02], [1.67, -1.20, -1.60], [1.57, 3.46, 2.51], [-1.67, -0.13, -0.12], [-2.44, 0.88, 1.21], [0.14, -3.38, -1.43], [-0.25, -0.14, 0.23], [0.20, -0.54, 0.02], [0.07, -0.60, -0.07], [-0.18, 0.32, -0.27], [0.55, 0.17, -0.57], [0.59, -0.49, -0.08], [-0.08, -0.05, -0.28], [1.26, 0.22, 3.71], [0.69, 0.14, 1.62], [-0.41, -1.60, -1.41], [-1.98, 1.11, -1.53], [-0.78, 0.60, -1.78], [0.63, -0.11, 0.04], [-0.02, 0.15, 0.31], [0.15, -0.29, 0.26], [0.34, 0.27, -0.01], [-0.23, -0.53, -0.38], [0.45, -0.12, -0.34], [-1.94, -0.85, -1.99], [2.08, 1.10, 1.84], [1.57, 0.22, 1.88], [-1.08, 0.12, -1.68], [1.09, 1.09, -1.23], [-0.78, -0.86, -0.33], [-0.09, 0.02, 0.32], [-0.58, -0.65, 0.57], [-0.28, -0.13, 0.14], [0.25, 0.42, -0.22], [-0.42, -0.17, 0.26], [0.15, -0.38, 0.63], [-0.34, -1.94, -0.22], [1.64, 3.31, 0.19], [-2.15, -0.69, 0.91], [1.38, -1.72, -1.04], [-0.21, -0.47, 0.51], [0.08, 0.89, -0.13], [-0.27, 0.93, -0.09], [0.16, 0.41, 0.07], [-0.76, -0.36, 0.55], [-0.50, -0.43, 0.10], [0.66, -0.39, -0.09], [0.24, 0.55, -0.83], [0.12, -0.48, -6.48], [-0.32, 0.22, 7.87], [0.79, 0.22, 1.11], [-0.32, -1.24, -3.48], [-0.76, 0.54, 0.95], [0.48, 0.19, -0.25], [-0.09, 0.39, 0.47], [-0.32, 0.01, -0.04], [0.46, -0.56, 0.21], [0.11, 0.43, -0.22], [0.16, 0.36, -0.19], [-0.28, -0.02, -0.02], [-2.71, -2.45, 0.16], [3.52, 1.78, -0.34], [0.36, 1.78, -0.07], [-1.59, -0.13, 0.73], [-1.54, 0.00, 0.18], [1.28, 0.07, -0.41], [0.02, -0.20, -0.34], [0.48, 0.09, 0.19], [0.06, -0.55, -0.26], [0.38, 0.08, -0.06], [-0.46, -0.01, 0.06], [0.17, -0.16, 0.16], [1.27, -2.18, -0.49], [-2.06, 3.81, 0.99], [0.04, -0.44, -0.09], [0.32, -1.05, -0.37], [1.13, -0.75, -1.85], [0.23, -0.63, 1.38], [0.75, -0.33, 0.39], [-0.71, 0.11, 0.18], [0.07, 0.09, -0.25], [-0.35, 0.41, 0.33], [-0.11, 0.08, -0.28], [-0.47, 0.58, 0.01]]
}


Record 2
{
  "formula": "C30H48P2Pm",
  "method": "ωB97M-V/def2-TZVPD",
  "multiplicity": 5,
  "lumo_energy_ev": [-3.22, -3.20],
  "orbital_gap_ev": [4.067, 4.187],
  "total_energy_ha": -2462.47906,
  "s_squared": 6.026,
  "total_charge": 1,
  "max_force_ev_per_a": 6.30,
  "symbols": ["Pm", "C", "C", "C", "C", "C", "C", "H", "H", "H", "C", "H", "H", "H", "C", "H", "H", "H", "C", "H", "H", "H", "C", "H", "H", "H", "C", "C", "C", "C", "C", "C", "C", "C", "H", "H", "H", "H", "H", "H", "H", "H", "H", "H", "H", "H", "P", "C", "C", "P", "C", "C", "C", "H", "H", "H", "H", "H", "H", "H", "H", "H", "H", "H", "H", "H", "H", "C", "C", "C", "C", "C", "C", "C", "H", "H", "H", "H", "H", "H", "H"],
  "xyz": [[0.393, -0.204, -0.402], [-0.789, -1.976, 1.766], [0.509, -2.330, 1.228], [0.788, -0.941, 3.061], [-0.596, -1.111, 2.877], [1.473, -1.599, 2.004], [-2.065, -2.706, 1.558], [-2.250, -3.012, 0.525], [-2.936, -2.104, 1.862], [-2.075, -3.637, 2.157], [-1.656, -0.680, 3.821], [-2.575, -1.253, 3.659], [-1.890, 0.389, 3.726], [-1.319, -0.867, 4.851], [1.452, -0.349, 4.239], [0.846, -0.499, 5.138], [1.655, 0.723, 4.139], [2.412, -0.840, 4.427], [2.940, -1.776, 1.947], [3.277, -2.662, 2.512], [3.446, -0.907, 2.386], [3.322, -1.883, 0.925], [0.842, -3.510, 0.376], [1.275, -4.351, 0.955], [1.599, -3.237, -0.377], [-0.038, -3.901, -0.156], [-1.470, 0.956, -2.893], [-2.047, -0.202, -3.737], [-1.159, -1.128, -4.551], [0.353, -1.175, -4.267], [0.891, -0.939, -2.774], [1.880, 0.231, -2.800], [1.258, 1.554, -3.372], [-0.282, 1.697, -3.631], [-1.246, -0.796, -5.594], [0.807, -0.362, -4.845], [-1.605, -2.133, -4.588], [-0.419, 1.603, -4.725], [-2.252, 1.742, -2.843], [-2.884, 0.126, -4.379], [-0.472, 2.768, -3.449], [1.548, 2.388, -2.725], [2.573, -0.150, -3.562], [1.734, 1.787, -4.349], [0.763, -2.166, -4.493], [1.219, -1.855, -2.233], [-2.701, -1.033, -2.274], [-4.117, -0.270, -1.466], [-2.054, -2.734, -2.058], [2.909, 0.581, -1.251], [-1.531, 0.211, -1.569], [4.114, -0.774, -1.320], [3.691, 2.198, -1.249], [-3.692, 0.257, -0.597], [-4.832, -1.036, -1.140], [-4.566, 0.498, -2.115], [-1.047, -2.990, -2.459], [-2.756, -3.504, -2.452], [-1.972, -2.936, -0.984], [3.410, 2.844, -2.091], [4.786, 2.101, -1.203], [3.333, 2.686, -0.322], [-1.837, 0.751, -0.657], [-0.115, -0.686, -2.377], [4.712, -0.684, -0.395], [4.747, -0.686, -2.219], [3.568, -1.739, -1.322], [0.244, 2.172, 1.731], [-0.460, 2.907, 2.731], [-0.555, 2.446, 4.082], [-1.093, 3.203, 5.114], [-1.625, 4.467, 4.826], [-1.628, 4.937, 3.505], [-1.091, 4.166, 2.489], [1.058, 1.529, 2.084], [0.328, 2.599, 0.726], [-0.166, 1.459, 4.312], [-1.097, 2.814, 6.141], [-2.041, 5.067, 5.626], [-2.057, 5.920, 3.291], [-1.096, 4.530, 1.465]],
  "forces_ev_per_a": [[0.13, 0.17, 6.29], [0.74, 0.34, -0.12], [-0.51, 1.09, 0.12], [0.14, -0.36, -1.19], [0.35, -0.71, -0.72], [-1.02, -0.25, 0.20], [-0.68, -0.46, 0.01], [-0.01, -0.07, 0.45], [0.28, -0.24, -0.11], [-0.13, 0.29, -0.18], [-0.35, 0.20, 0.15], [0.13, 0.15, 0.18], [-0.01, -0.31, 0.07], [-0.21, 0.14, -0.17], [0.53, 0.33, 0.42], [0.03, 0.15, -0.09], [-0.01, -0.13, 0.08], [-0.08, 0.03, -0.01], [0.86, -0.01, 0.05], [-0.07, 0.18, -0.15], [0.02, -0.17, -0.10], [-0.08, -0.11, 0.19], [0.19, -0.40, -0.19], [-0.22, 0.34, -0.24], [0.02, -0.31, -0.05], [0.21, 0.04, 0.10], [-0.66, 0.98, -1.13], [-1.50, 0.03, -1.22], [0.25, -0.26, -0.94], [1.12, -0.34, 1.14], [-1.74, -0.29, -1.05], [0.90, 0.55, -1.29], [-0.16, -0.03, -0.03], [0.15, 0.67, 0.28], [0.13, -0.06, 0.15], [0.15, -0.72, -0.15], [0.21, 0.23, 0.21], [-0.33, -0.26, 0.53], [0.32, -0.30, -0.35], [0.44, -0.06, 0.06], [0.09, -0.34, -0.10], [-0.12, -0.19, -0.02], [0.31, 0.35, 0.17], [-0.14, -0.20, 0.68], [-0.11, 0.39, -0.83], [0.29, 0.26, -0.74], [3.17, 2.07, 1.96], [-1.32, -0.85, 0.49], [-1.01, -1.26, 0.17], [-0.81, -0.92, 0.09], [-0.29, -0.89, -0.22], [0.41, 0.20, -0.09], [0.33, 0.71, 0.12], [-0.46, -0.54, -0.31], [-0.28, 0.51, -0.15], [0.04, -0.55, 0.02], [-0.74, 0.92, -0.14], [0.37, 0.49, 0.15], [-0.17, 0.26, -0.38], [0.21, -0.28, 0.16], [-0.33, 0.05, -0.09], [0.30, -0.12, -0.45], [-0.27, 0.09, -0.29], [0.58, -0.02, 0.08], [-0.09, -0.32, -0.51], [-0.12, -0.18, 0.42], [0.40, 0.51, 0.03], [0.07, -1.49, -1.58], [-1.02, 0.77, 1.15], [0.40, -0.08, -0.40], [-0.17, 0.42, -0.41], [0.05, -0.13, 0.08], [-0.12, -0.25, 0.46], [0.45, -0.55, -0.22], [-0.09, 0.26, -0.32], [0.50, 0.51, 0.34], [-0.04, 0.37, -0.03], [-0.03, 0.18, -0.50], [0.02, 0.03, -0.08], [0.13, -0.35, -0.01], [0.02, 0.11, 0.07]]
}